C36H72N8O4 | the ωB97M-V functional and the def2-TZVPD basis

The geometry in XYZ format:
```
120
Properties=species:S:1:pos:R:3:forces:R:3
H -0.230 4.408 -2.516 0.185 0.229 0.126
H -6.194 4.510 -5.652 0.089 -0.349 -0.137
C -5.610 4.263 -4.766 -0.100 -0.016 0.577
C -4.436 3.366 -5.141 0.268 0.090 -0.154
N -5.834 -4.444 5.017 -0.152 -0.032 0.240
H 0.413 -1.445 0.958 0.102 -0.346 -0.205
H -2.607 -1.448 4.578 -0.440 -0.112 -0.458
C 1.970 -3.031 5.904 1.006 -0.509 -0.671
N -1.700 -1.410 -0.596 0.837 0.146 -0.130
H 4.069 4.881 3.017 -0.251 0.254 0.194
C 3.566 -2.366 -4.965 -0.841 -0.002 0.022
C 1.284 -6.273 4.113 1.248 1.111 -0.988
C 1.391 -1.455 0.455 -0.674 0.939 1.017
H 0.174 -6.199 0.540 -0.278 -0.222 0.328
H 4.874 -0.642 -4.731 0.227 -0.148 0.218
H -6.038 6.253 -4.194 -0.043 -0.133 0.185
H 3.611 3.918 1.761 -0.864 -0.124 -0.377
N -1.565 7.608 0.640 0.055 -0.055 -0.132
H 4.730 -3.487 -3.522 -0.016 0.056 0.165
H 1.676 3.129 3.657 0.046 -0.296 -0.309
C 0.597 -1.765 -1.753 0.260 -0.523 -1.301
H -2.419 1.638 0.673 0.027 0.118 -0.084
C -2.041 0.617 0.696 0.385 -0.857 -0.009
O -0.424 -5.540 2.503 -0.238 -0.594 0.032
H 0.289 1.734 0.439 -0.490 0.278 -0.051
H 2.393 2.900 -5.126 -0.028 -0.031 -0.208
C 1.891 6.404 3.358 -0.251 0.283 0.647
C 1.363 -0.901 5.101 -0.683 0.141 0.792
C -0.375 3.938 -1.544 -1.376 -0.292 0.356
H 0.705 -4.379 3.977 0.335 0.499 0.204
H -3.802 3.959 -5.805 0.228 -0.167 0.044
N 1.082 -4.956 4.718 -0.558 -1.257 0.357
C -0.066 1.566 1.461 2.131 0.243 1.442
H 0.907 -2.363 -2.618 0.175 0.025 -0.027
H -2.608 -3.657 5.645 -0.621 0.079 -0.094
H -1.297 4.455 0.232 -0.360 0.297 0.118
N 2.369 1.528 -2.342 0.037 -0.115 0.291
C -1.634 0.056 -0.672 -0.729 -0.401 0.393
H -0.065 2.541 -4.626 0.338 0.396 -0.175
H -4.909 5.556 -3.099 0.447 -0.268 -0.139
H 2.486 1.150 -5.484 0.348 0.160 0.098
H -0.574 0.443 -3.780 -0.233 0.666 -0.060
C 2.243 -4.440 5.401 -0.154 -0.463 0.293
H 0.519 -0.351 -4.783 0.198 0.173 -0.276
H -0.761 -6.857 3.963 0.020 -0.037 0.074
C 0.500 1.806 -5.212 -1.524 0.626 0.942
H 1.276 -5.135 1.482 0.079 -0.242 -0.444
C 4.653 -1.048 -6.756 -0.009 -0.032 0.451
H -4.460 6.124 -4.776 0.440 -0.338 0.250
H -0.313 2.476 2.034 -0.929 0.117 -0.785
H -2.433 3.671 -0.720 -0.317 0.264 -0.798
H -1.752 -2.103 3.126 -0.283 -0.014 -0.082
H 1.117 -3.082 6.587 -0.074 0.256 0.015
H -0.494 2.872 -1.743 0.294 -0.042 0.106
H -2.795 -0.055 1.103 -0.307 0.193 -0.034
H 2.083 -1.857 1.196 0.278 0.084 -0.327
C 0.226 -5.380 1.263 0.877 1.311 0.474
O -0.945 0.499 1.620 -0.606 0.451 -0.431
H 0.427 -0.894 5.676 -0.058 -0.047 -0.028
H -2.356 0.329 -1.443 0.080 0.453 -0.027
C -4.823 -4.350 4.485 0.258 0.206 -0.523
C -1.961 -2.237 4.188 0.368 0.227 0.561
C -1.659 4.431 -0.801 1.542 -0.168 1.015
N 1.704 7.175 4.188 0.057 -0.030 0.006
C 4.775 -1.524 -5.362 -0.078 -0.243 -0.942
H -1.368 -1.714 0.312 0.019 0.050 -0.017
C 2.225 1.680 -3.469 -0.008 0.030 -0.199
C -3.612 2.913 -4.002 -0.241 0.106 -0.475
H 1.561 -0.382 0.266 0.475 -0.233 -0.078
O 1.729 -2.217 4.781 -0.123 0.212 -0.385
C -2.415 -3.647 4.569 0.960 0.106 0.424
C -0.184 0.497 -4.797 0.974 -1.429 -0.327
H 2.968 3.508 4.730 0.243 0.529 -0.154
C -3.559 -4.231 3.738 -0.417 -0.385 -0.033
H -0.943 0.162 -5.503 -0.246 0.341 0.085
C 3.163 4.390 2.636 1.278 -0.242 1.648
C 1.983 1.919 -4.892 -0.111 -0.519 0.008
H 3.502 -2.351 -2.852 0.256 -0.320 0.355
H -0.646 0.435 -0.951 0.029 0.072 -0.046
H -1.023 -3.138 -1.396 0.253 -0.163 -0.421
C -5.174 5.576 -4.155 -0.915 1.199 -0.211
H -6.273 3.765 -4.056 -0.030 -0.142 -0.178
H 0.203 -7.488 2.638 0.318 -0.126 0.117
H 2.155 -6.191 3.431 -0.017 -0.115 -0.130
H 1.620 -7.055 4.794 -0.630 0.029 0.393
C 0.070 -6.625 3.293 -1.128 -0.277 0.031
H 2.525 5.977 1.450 -0.370 0.166 0.031
H 2.712 -1.685 -4.882 -0.043 -0.054 -0.075
H -3.349 -5.228 3.340 0.282 -0.078 0.332
H -1.021 -2.004 4.693 0.100 -0.343 -0.081
H 0.861 1.351 2.023 -0.121 -0.615 -0.312
N -2.941 2.516 -3.159 -0.018 0.054 0.082
O 1.445 -2.209 -0.713 -0.430 -0.541 -0.259
C 3.722 -3.083 -3.630 0.092 0.383 -0.127
H -3.163 5.755 -1.511 -0.267 0.636 0.770
H 0.853 -0.740 -2.041 -0.288 0.218 0.348
H -0.187 -4.462 0.838 -0.090 -0.224 -0.231
H -1.539 -4.298 4.551 -0.093 -0.112 -0.569
C 2.127 5.438 2.318 0.364 -0.252 -1.517
H 2.444 -5.056 6.288 -0.317 -0.005 0.073
H 0.312 2.082 -6.248 0.191 -0.331 -0.122
H 1.168 -0.327 4.199 0.282 -0.111 -0.166
C -2.125 5.851 -1.183 -0.256 -1.255 -1.415
C -1.820 6.853 -0.187 -0.422 0.242 0.268
H -4.734 2.486 -5.710 -0.111 -0.052 0.111
H 3.025 -3.914 -3.540 -0.087 0.074 0.034
H 3.162 -4.607 4.816 0.041 0.799 -0.232
H 5.677 -2.138 -5.354 0.114 0.182 0.338
H -1.488 -1.877 -2.545 0.690 -0.100 -0.541
C 2.751 3.321 3.678 0.214 -0.033 -0.606
H 0.423 4.110 -0.828 0.592 -0.057 -0.627
H 3.338 2.449 3.386 -0.438 -0.412 0.324
H -1.672 6.130 -2.140 0.386 0.140 0.219
C -0.895 -2.084 -1.653 -1.086 0.364 1.888
H -3.756 -3.678 2.817 0.004 0.392 0.214
H 1.191 4.969 2.002 -0.066 0.144 0.108
H 2.077 -0.392 5.758 0.373 -0.051 -0.290
H 2.876 -2.672 6.407 -0.184 0.090 0.334
H 3.274 -3.076 -5.741 0.394 0.071 -0.179
N 4.561 -0.691 -7.841 -0.073 0.084 -0.156
```
Forces are in eV/Å.

Results
ΔE to the lowest compared entry with this formula, charge and spin = 0.00 kJ/mol
SMILES = COCCNCCOC.COCCNCCOC.CCCC#N.CCCC#N.CCCC#N.CCCC#N.CCCC#N.CCCC#N
Energy = -58604.9025 eV
Spin multiplicity = 1

Here are the Löwdin charges for atoms 1 to 4, given in e: number 1, H, carries 0.06; number 2, H, carries 0.11; number 3, C, carries -0.26; number 4, C, carries -0.18